This record from OMol25 describes 2 unconnected molecules or ions with the total composition C25H48BrN2O2 at a distorted geometry. The level of theory is ωB97M-V/def2-TZVPD.

Geometry (Å):
C 1.38454 -2.02445 -2.98854
H -2.06448 3.62557 -1.49767
H 2.86511 -7.78977 1.77053
C 0.98619 1.18815 -0.84293
H 3.92118 -6.42279 0.33094
H 4.12542 -4.33425 1.13117
C 1.00082 -1.37794 0.95698
C 2.03195 -3.25765 -3.74807
H 0.36131 -1.04252 2.99796
H 2.68112 -4.08728 -1.43314
Br -0.55912 -1.98099 -3.43894
H 1.21002 0.39488 2.32937
C 1.48059 -2.19970 -1.42730
H 0.31427 2.83491 -3.28645
H -3.18550 -0.62344 -0.56108
C -0.47556 2.44964 -2.58223
H 2.36264 -2.35201 -5.79217
C 1.83197 -3.21347 -5.30350
N 0.22389 -0.06187 -1.06708
H 0.75142 -3.27121 -5.59437
H -0.85984 7.28691 3.20995
C 3.03102 -4.61221 1.19035
H -2.86444 0.97687 0.23682
H 2.81944 -4.69297 2.29078
H -2.38363 5.27597 2.37066
C -0.93518 0.22828 1.77884
C 0.98720 -7.73036 0.49521
C -1.71019 7.97166 3.15869
H 1.56517 -4.21936 -3.38913
H -0.60258 8.28322 1.03076
C -1.75414 3.43143 -2.55293
H -2.40937 -1.69271 3.51412
H -0.75601 6.42050 -0.60731
H -0.56401 2.67748 -0.30832
H -1.40924 4.39401 -3.01545
C 2.88297 -6.00636 0.45426
C 1.72510 -2.56268 1.41518
H -1.24074 0.75095 2.73135
C -1.36395 6.38824 0.30221
H 1.64846 -6.48419 2.25952
C -1.56202 7.80857 0.80519
H -0.83400 1.43351 -2.88598
H -3.90691 -1.45211 2.46153
H -2.39248 7.73723 3.97583
H -3.17756 -0.01235 3.22890
C -1.50381 4.74592 1.99712
C 2.10934 -7.04658 1.40636
C -3.11646 -0.09891 0.42756
H 1.90866 -1.08923 -3.30860
H 1.90834 1.12307 -1.49528
H 3.11181 -3.27728 -3.42674
H 2.35465 -5.96027 -0.52733
H -1.82214 3.89711 1.38010
H -2.04979 8.39375 0.01832
O -0.65010 5.59516 1.24869
H -0.94091 4.36573 2.85083
C 2.17379 -3.31256 -0.80772
C 0.47219 -0.41574 2.06337
H -4.16306 -0.09876 0.84753
N 2.28889 -3.48992 0.55633
H 0.44021 -6.90557 -0.03734
H -1.73140 -1.77222 0.99569
H -0.90095 1.02998 0.99919
C -2.92151 -1.01640 2.78623
H -0.75638 0.01134 -0.78988
H 1.39486 1.28140 0.21209
H -2.55427 2.91542 -3.13554
O -2.42361 7.84135 1.93753
H 1.84214 -2.72829 2.51399
H 0.91262 3.34722 -1.08326
H 1.51418 -8.32254 -0.29299
H 2.31025 -4.14500 -5.72778
H 0.33366 -8.33909 1.16354
H -2.32272 5.92369 0.04982
C -2.08698 -0.80700 1.43467
H -1.35941 9.00110 3.27703
C 0.87873 -1.20092 -0.50123
C 0.16831 2.50070 -1.13681

Calculated values
charge = +1
largest force on an atom = 2.5 eV Å⁻¹
HOMO energy = -0.399 hartree
frontier orbital gap = 7.027 eV

---

This record from OMol25 describes 4 unconnected molecules or ions with the total composition C25H48BrN4 at a distorted geometry. The level of theory is ωB97M-V/def2-TZVPD.

Geometry (Å):
H 1.87856 -2.82101 -0.02588
H 0.28063 -2.84742 -1.58618
H -1.93688 -2.41504 -1.88491
C -3.14523 0.01694 0.33260
H -1.43323 5.16709 -3.23874
H 2.42000 -0.16494 -1.15774
H -3.15985 3.68340 7.23198
N 2.85022 -4.88865 -0.78876
C -2.11151 3.23621 -2.59913
C -1.64222 4.67227 -2.28795
H 0.01845 5.80205 -1.59155
N -0.68673 4.88519 -0.01076
H 6.44111 -6.79714 -6.78437
H -4.23229 -1.32617 1.54145
C -0.24799 2.50186 2.84688
C 1.51214 -1.81531 -0.19460
C 0.23833 3.10897 1.53003
H -4.71855 3.56582 6.39357
C -3.23224 -0.89369 1.54616
C -1.82405 -1.67739 -1.09461
C -0.83557 1.07671 2.72603
H 2.25081 -3.56494 -3.56913
Br 1.06463 3.48870 -1.90750
H -2.50862 -0.91181 3.55432
C -0.93059 3.61718 0.63947
H -4.04120 0.62462 0.24766
C 4.77176 -0.65264 1.07820
H -4.02087 -0.05665 3.40709
C 2.70864 -4.52998 -3.36037
H 5.43429 0.11563 0.69570
H 0.93713 -1.44619 0.64424
H 0.74288 2.30438 0.99768
H 2.67815 -0.58386 1.67509
H 0.60993 2.45379 3.51920
H -2.19109 3.05005 -3.66698
H 5.01050 -1.59519 0.59760
H -0.43663 0.48474 3.54637
H 4.77432 -7.19915 -6.33262
H 1.26149 -1.57319 -2.34442
H -3.97251 -1.48273 -1.02693
C -3.09518 -0.84173 -0.94977
C 3.29569 -0.26727 0.84192
H -2.54573 -1.72973 1.48509
H -1.77858 3.76749 1.32880
H -3.21268 3.64665 5.45918
C 0.65132 -1.82617 -1.48589
C -0.55294 -0.87895 -1.37587
H -0.98529 3.14237 3.32969
H -1.23127 2.79399 -0.02333
H 2.10315 -5.31590 -3.80906
C 5.68533 -6.70102 -6.00807
H -0.40324 -0.11650 -0.61836
H -3.12043 3.09750 -2.20921
C 2.79166 -4.73583 -1.91785
C 2.74552 -0.91094 -0.44165
H 4.96465 -0.77048 2.14188
N -3.48505 0.67232 6.39388
C -3.67333 3.26523 6.36893
H -2.77448 1.85097 2.22110
H 0.99359 3.86776 1.69329
N 5.20095 -4.18547 -5.55933
H 3.24622 0.81565 0.80841
H -1.50112 2.46597 -2.15798
C 5.41345 -5.28880 -5.75615
C -0.42252 4.83696 -1.34883
C -2.34668 1.13551 2.91750
H 3.70356 -4.55292 -3.79725
C -3.57666 1.80910 6.39355
H -2.49175 1.55769 3.91061
H -1.60670 -2.25012 -0.19313
H -0.57448 0.59338 1.78706
H -0.67631 -0.35553 -2.32092
C -3.05616 -0.21190 2.93196
H -2.24620 0.61829 0.32412
H 3.51404 -1.49114 -0.94485
H -3.11231 -0.14723 -1.78920
H -2.46232 5.20236 -1.83109
H 6.04617 -7.17408 -5.09732

Calculated values
charge = -1
largest force on an atom = 3.6 eV Å⁻¹
HOMO energy = -0.091 hartree
frontier orbital gap = 4.102 eV